# 1
Here is C30H25BCl4N4O6Ti as an isolated structure in a non-equilibrium geometry from OMol25. Energies are from ωB97M-V/def2-TZVPD.

Each line ends with the Löwdin charge.
CARTESIAN COORDINATES (ANGSTROEM)
Ti (-0.29848, 2.17358, 0.43412)  1.048
Cl (-2.84453, 7.25988, 3.89779)  0.618
C (-1.79930, 5.98539, 3.35105)  -0.713
C (-0.83333, 5.46672, 4.19690)  -0.716
Cl (-0.65484, 6.08046, 5.80866)  0.622
C (-0.00408, 4.42434, 3.74639)  -0.609
Cl (1.19008, 3.70312, 4.77805)  0.673
C (-0.14223, 3.91057, 2.46899)  -0.382
O (0.58993, 2.93288, 1.97208)  -0.231
C (-1.10831, 4.46576, 1.58217)  -0.379
O (-1.13865, 3.93891, 0.36673)  -0.205
C (-1.93240, 5.47409, 2.04628)  -0.611
Cl (-3.13638, 6.08177, 0.95220)  0.665
N (-0.88482, 0.79611, 2.53989)  0.021
C (-2.14792, 0.49793, 3.22309)  -0.242
C (-3.28598, 0.20088, 2.25385)  -0.192
C (-3.76843, 1.42038, 1.47656)  -0.242
N (-2.82810, 1.79930, 0.41511)  0.000
H (-0.45827, -0.06149, 2.20427)  0.061
H (-0.22417, 1.22195, 3.17057)  0.074
H (-2.41982, 1.37304, 3.81609)  0.115
H (-2.04470, -0.33929, 3.91853)  0.105
H (-4.12663, -0.20188, 2.82415)  0.105
H (-2.96869, -0.58135, 1.55013)  0.111
H (-3.86102, 2.26604, 2.16044)  0.116
H (-4.76622, 1.22232, 1.07980)  0.102
H (-3.05575, 2.70427, 0.03003)  0.078
H (-2.88751, 1.13822, -0.34324)  0.069
O (2.68272, 1.96087, -1.40703)  0.123
B (1.68441, 1.97845, -0.39539)  -0.378
O (2.14724, 1.06442, 0.61834)  0.067
C (3.35431, 0.55914, 0.22789)  -0.223
C (4.19848, -0.30115, 0.89122)  -0.002
C (5.41294, -0.60884, 0.26362)  -0.113
C (5.73616, -0.06933, -0.97811)  -0.112
C (4.86374, 0.80704, -1.63524)  -0.003
C (3.68032, 1.10789, -1.00216)  -0.218
H (3.92688, -0.71016, 1.85950)  0.119
H (6.11181, -1.27840, 0.75446)  0.092
H (6.68289, -0.32667, -1.44439)  0.091
H (5.11230, 1.24011, -2.59808)  0.114
O (-1.04586, 1.66660, -1.93367)  0.035
C (-0.76750, 0.52057, -1.59507)  -0.581
N (-0.69387, -0.57559, -2.41772)  0.160
C (-0.26360, -1.74570, -1.66923)  -0.243
C (-0.17820, -1.12491, -0.23106)  -0.402
O (0.13763, -1.75412, 0.75706)  0.060
N (-0.53736, 0.18484, -0.28570)  0.051
C (-1.32009, -2.86904, -1.69632)  -0.133
C (-1.19125, -3.97386, -0.85541)  -0.017
C (-2.11667, -5.00813, -0.90860)  -0.079
C (-3.17825, -4.95817, -1.80376)  -0.106
C (-3.30801, -3.86361, -2.64208)  -0.090
C (-2.38357, -2.82293, -2.58545)  -0.035
C (1.05648, -2.31341, -2.19768)  -0.129
C (1.15157, -2.59287, -3.55963)  -0.034
C (2.31074, -3.13555, -4.09454)  -0.084
C (3.38731, -3.42472, -3.26525)  -0.095
C (3.29331, -3.16076, -1.90919)  -0.069
C (2.13293, -2.60459, -1.37283)  -0.007
H (-0.48142, -0.45143, -3.39136)  0.144
H (-0.36663, -4.00980, -0.15311)  0.115
H (-2.00961, -5.85735, -0.24361)  0.100
H (-3.90044, -5.76646, -1.84355)  0.096
H (-4.13560, -3.80937, -3.34141)  0.098
H (-2.50783, -1.95437, -3.22379)  0.107
H (0.30117, -2.41213, -4.21235)  0.113
H (2.36719, -3.34297, -5.15584)  0.098
H (4.29753, -3.84574, -3.67829)  0.098
H (4.13158, -3.37386, -1.25590)  0.102
H (2.06464, -2.39780, -0.30996)  0.108

## Properties
Maximum force in hartree/bohr: 0.0439
Frontier orbital gap (alpha / beta) in eV: 6.28 / 7.08
Net charge: -1
Spin multiplicity: 2
LUMO level (alpha / beta) in eV: 2.3724 / 2.3720



# 2
Here is C30H25BrF4IrN6P2 as an isolated structure in a non-equilibrium geometry from OMol25. Energies are from ωB97M-V/def2-TZVPD.

Each line ends with the Löwdin charge.
CARTESIAN COORDINATES (ANGSTROEM)
Ir (-0.84428, -1.03746, -0.36156)  1.021
C (2.87791, -2.32695, 3.73292)  0.001
N (2.37722, -2.13652, 2.39790)  -0.110
C (3.10543, -2.26426, 1.26491)  0.004
C (2.26821, -1.97818, 0.21886)  -0.085
N (1.04181, -1.68361, 0.71454)  -0.048
C (1.12486, -1.77974, 2.04650)  -0.429
P (-0.21396, -1.54229, 3.28667)  1.221
C (-1.47997, -2.55702, 2.42145)  -0.442
N (-1.81322, -2.49112, 1.12664)  -0.079
C (-2.77841, -3.41368, 0.92518)  -0.094
C (-3.03708, -4.05346, 2.11692)  0.003
N (-2.21879, -3.50603, 3.03964)  -0.112
C (-2.16640, -3.85846, 4.43353)  0.000
C (-0.84959, 0.07075, 2.66909)  -0.421
N (-1.21319, 0.36479, 1.41743)  -0.021
C (-1.76007, 1.60122, 1.43999)  -0.090
C (-1.72689, 2.07155, 2.72766)  0.009
N (-1.14854, 1.10581, 3.48153)  -0.105
C (-0.88126, 1.19237, 4.89383)  0.004
H (3.93661, -2.56918, 3.68699)  0.114
H (2.35888, -3.14455, 4.23358)  0.106
H (2.75207, -1.41813, 4.32186)  0.103
H (4.13906, -2.54428, 1.27008)  0.147
H (2.47548, -1.98559, -0.83369)  0.113
H (-3.23486, -3.58254, -0.03093)  0.115
H (-3.73267, -4.83612, 2.34820)  0.147
H (-2.87483, -4.65873, 4.63478)  0.114
H (-2.42135, -2.99981, 5.05561)  0.103
H (-1.16809, -4.19746, 4.71112)  0.103
H (-2.15554, 2.06476, 0.55759)  0.114
H (-2.07530, 2.99450, 3.14645)  0.148
H (-1.09369, 2.20170, 5.24305)  0.115
H (0.16617, 0.96721, 5.09591)  0.102
H (-1.50642, 0.49367, 5.45174)  0.108
F (-4.32476, 3.45637, -4.94426)  0.207
C (-3.36208, 2.84810, -4.29923)  -0.100
C (-2.05066, 3.33432, -4.34981)  -0.103
F (-1.75916, 4.39384, -5.07069)  0.194
C (-1.05430, 2.68191, -3.62266)  -0.193
F (0.20008, 3.12536, -3.68445)  0.125
C (-1.31415, 1.56140, -2.83002)  -0.291
P (0.03518, 0.80501, -1.84298)  1.019
C (1.05071, -0.09591, -3.07035)  -0.364
C (0.82032, -1.46396, -3.23324)  -0.133
C (1.50817, -2.16885, -4.20302)  -0.045
C (2.45918, -1.51285, -4.97752)  -0.020
C (2.68027, -0.15218, -4.81611)  -0.024
C (2.00227, 0.56564, -3.84464)  -0.064
C (1.01286, 2.14477, -1.14076)  -0.364
C (2.36340, 1.88839, -0.85185)  -0.087
C (3.13535, 2.86409, -0.25673)  -0.040
C (2.56414, 4.08689, 0.09790)  -0.019
C (1.21209, 4.32595, -0.14233)  -0.039
C (0.43421, 3.36313, -0.75368)  -0.092
C (-2.61894, 1.05898, -2.83479)  -0.529
Br (-3.09644, -0.54313, -1.92179)  0.948
C (-3.62916, 1.69046, -3.55578)  -0.238
F (-4.84795, 1.19010, -3.53150)  0.127
H (0.09642, -1.98135, -2.59623)  0.070
H (1.31954, -3.22279, -4.34859)  0.124
H (3.04228, -2.07383, -5.69632)  0.129
H (3.38953, 0.36353, -5.44707)  0.128
H (2.19414, 1.61981, -3.71980)  0.113
H (2.80073, 0.93582, -1.11952)  0.102
H (4.18107, 2.68166, -0.06216)  0.121
H (3.16761, 4.84112, 0.58142)  0.125
H (0.76894, 5.26574, 0.15245)  0.123
H (-0.61013, 3.55928, -0.94987)  0.107

## Properties
Maximum force in hartree/bohr: 0.0750
Frontier orbital gap (alpha / beta) in eV: 5.86 / 5.86
Net charge: +3
LUMO level (alpha / beta) in eV: -11.1354 / -11.1348



Energy for the records above, in order: -123651.1722 -142759.5538 eV
ΔE to the lowest compared entry with this formula, charge and spin for the records above, in order: 33.8 52.8 kcal per mole